6 unconnected molecules or ions with the total composition C24H46IN2O15S in a non-equilibrium geometry, computed with the ωB97M-V functional and the def2-TZVPD basis.

The charge is -1. The calculation puts the HOMO-LUMO gap at 4.67 eV. Its largest force on an atom is 6.67 eV/Å. The value obtained for the HOMO energy is -2.939 eV. As for the energy: -78261.4010 eV.

Last column: Löwdin charge in e.
Positions of all 89 atoms, in Å:
1 O -2.545557 3.583221 -0.035367  0.006
2 O -3.900528 -0.679005 10.538498  0.001
3 H 0.009811 -5.921547 -6.093386  0.091
4 O 7.705124 -0.376369 -6.421191  -0.010
5 O 2.323969 -2.401663 -6.153573  0.041
6 C -3.382832 2.741518 0.585310  -0.587
7 O 3.103472 -4.196063 -5.001121  0.120
8 H 1.185975 -1.843274 10.284683  0.080
9 H 3.708870 -1.769143 -4.723379  0.123
10 H -1.809572 4.435711 1.723070  0.095
11 O -3.792110 2.856753 1.717478  0.109
12 C -4.630392 0.789682 0.206251  -0.217
13 O -3.704992 1.765441 -0.281160  0.035
14 C -0.849794 -2.373704 10.772040  -0.216
15 H 0.654863 4.366820 -4.943419  0.096
16 C -0.878873 5.209793 -3.050120  -0.152
17 H 6.803880 1.794192 -3.175123  0.073
18 H -4.193314 0.802809 9.121160  0.100
19 H 1.741423 -6.195023 -6.352637  0.097
20 C 2.704024 4.513183 -3.050410  -0.678
21 O 1.143857 -4.223717 -6.147882  -0.001
22 H -1.413312 5.954522 -4.897642  0.082
23 O -5.075024 -3.311839 3.215141  0.027
24 H -5.633174 0.262220 10.000812  0.093
25 H 9.715968 -0.087321 -6.024163  0.098
26 C -6.048537 1.326219 0.176082  -0.069
27 C -2.800089 -1.280565 10.060438  -0.594
28 H -4.955079 -0.777178 8.738878  0.095
29 N -0.594865 6.024773 -4.270761  -0.209
30 H 4.968897 -3.085747 -6.469270  0.081
31 H 5.738742 2.729235 -4.211718  0.089
32 H 0.322892 -0.626497 11.253230  0.082
33 H -2.973232 -1.149808 5.604990  0.095
34 H -1.723704 4.487036 -3.319845  0.082
35 C 5.249461 0.630071 -4.132951  -0.224
36 O -2.851719 -3.094628 3.629110  0.125
37 C 2.273528 -3.657292 -5.690305  -0.592
38 H -4.609808 -6.643139 3.493459  0.078
39 I 1.560152 8.357485 -4.365837  0.441
40 H 5.163976 2.169886 -2.626634  0.020
41 C 2.004481 6.186130 -4.484060  -0.720
42 C 0.223174 -1.353648 10.443417  -0.068
43 H 5.302636 -0.216802 -3.442888  0.128
44 H 4.432281 -1.961551 -7.707158  0.090
45 H -3.667853 0.305410 4.872573  0.095
46 C 5.764703 1.903947 -3.496043  -0.090
47 H -5.741881 -4.909448 2.147384  0.121
48 H -5.523798 -5.554627 4.563026  0.080
49 H -0.549599 -2.945497 11.652666  0.121
50 C 4.680155 -2.046458 -6.645747  -0.043
51 O -2.087147 -1.731322 11.103455  0.031
52 H 9.329602 -1.100506 -7.425738  0.091
53 H -2.452243 -0.610898 3.972914  0.099
54 H -0.990987 -3.087937 9.956521  0.124
55 C 7.172312 -0.202459 -5.199002  -0.605
56 O -4.356851 -1.457213 4.095515  -0.005
57 H -3.059709 5.383176 0.849112  0.100
58 H -1.411228 5.266402 0.212427  0.086
59 C -4.706619 -0.069019 9.531453  -0.045
60 S 2.525614 2.887904 -2.632831  0.497
61 H -3.778887 -5.401726 4.443261  0.075
62 H -6.298975 1.693691 -0.822319  0.081
63 O 5.954982 0.337824 -5.351550  -0.002
64 N 2.370434 5.769141 -3.110316  -0.096
65 H 0.007165 4.577266 -2.725300  0.045
66 C 0.636916 5.514090 -4.970710  -0.387
67 H -6.761838 0.549132 0.458643  0.077
68 H 3.256326 -0.602196 -5.957513  0.124
69 C -4.855554 -4.639644 2.725597  -0.219
70 H -4.003976 -4.663593 2.040483  0.125
71 O 7.708033 -0.467643 -4.152563  0.127
72 H 4.199952 0.760840 -4.402738  0.095
73 H -4.347395 0.451145 1.206806  0.117
74 C -4.681845 -5.620443 3.869188  -0.070
75 H 9.129199 -1.769032 -5.798871  0.096
76 H -4.556649 -0.074008 -0.458002  0.122
77 C -2.194419 4.725556 0.743607  -0.042
78 C 1.010084 -5.599801 -5.801994  -0.054
79 C 9.045025 -0.862082 -6.400469  -0.048
80 C -3.292484 -0.696661 4.664094  -0.040
81 C 3.493336 -1.654228 -5.788824  -0.203
82 H -0.028624 -0.792191 9.541199  0.076
83 H 1.122098 -5.751597 -4.726870  0.095
84 O -2.497124 -1.377572 8.898139  0.119
85 H 0.506416 5.822865 -6.072002  0.090
86 H -1.132093 5.890577 -2.168937  0.068
87 C -3.977143 -2.663923 3.637265  -0.590
88 H 5.534888 -1.415359 -6.432106  0.046
89 H -6.167263 2.166939 0.863066  0.074

Cartesian forces, eV/Å:
-0.2947 -0.4304 0.2438
0.2626 -0.2566 -0.0658
0.0661 0.2756 -0.0809
-0.1110 -0.0482 0.1824
-0.3338 -0.4755 0.2560
-0.0046 0.1633 -0.2651
-0.3046 0.0244 -0.1023
-0.0669 -0.0052 0.0416
-0.1170 -0.1971 -0.1195
-0.1904 -0.0299 -0.0721
0.1510 -0.1751 -0.3739
-0.4604 -0.3046 0.1388
0.2988 0.2029 0.2895
0.6093 -0.1594 -0.1199
0.4033 1.4042 0.1128
-0.3491 -0.2469 0.0587
-0.0673 -0.1430 -0.0116
-0.0041 -0.1558 -0.0956
0.0354 0.0248 0.1792
-2.1558 2.7527 1.7727
0.1540 0.1041 0.1473
0.8216 0.0179 0.4430
0.1736 0.3340 -0.0653
0.2075 -0.1123 0.1868
-0.0465 -0.1360 0.1146
-0.0978 0.2972 0.0750
0.1552 0.1249 0.2038
0.1766 0.0871 0.0363
0.2563 -1.3696 0.1187
-0.0769 0.0556 0.0929
-0.2297 -0.0421 0.0747
0.0459 -0.1622 0.0460
0.1031 -0.0288 -0.1384
0.9015 0.8435 0.9525
-0.3279 0.4616 0.7143
-0.3191 0.1280 -0.0693
0.1841 0.4145 -0.2615
-0.0382 0.0647 -0.0175
0.2047 -0.0974 -0.0105
-0.0309 -0.0148 -0.1823
-1.3735 -0.0408 0.3627
-0.0824 0.2852 -0.1528
0.2187 0.0153 -0.1585
-0.0181 0.1461 0.0733
-0.2183 -0.1922 -0.1394
0.5394 0.0310 0.0188
-0.0252 0.3154 0.1017
-0.0458 -0.0563 -0.1564
-0.3055 0.1402 0.0537
-0.0195 -0.5913 -0.1921
-0.4067 -0.0129 -0.1775
-0.2668 0.1284 0.0235
-0.0713 -0.1513 0.0930
-0.1269 0.2101 -0.0077
-0.2764 0.5756 0.2290
0.0041 -0.5421 -0.3530
0.0377 -0.1114 0.1296
-0.1204 -0.2633 -0.1663
-0.3450 0.2099 -0.2424
0.2932 2.6065 -0.7022
-0.0072 -0.0177 -0.1566
0.0373 -0.1683 0.0040
0.6304 -0.2202 -0.0430
1.5409 -6.1509 -2.0661
-0.9864 0.8391 -0.5390
-0.1423 0.8436 -0.8820
0.0639 0.0021 -0.0338
-0.2781 -0.2110 -0.0738
0.0621 -0.5722 -0.0854
0.0142 0.1428 0.1944
-0.0531 -0.1157 -0.3569
0.1946 0.0118 -0.2161
0.0164 0.2223 -0.0393
0.1547 0.0813 0.2838
-0.0255 0.1872 0.0723
0.2403 0.2299 -0.0911
0.2801 0.4652 0.1400
-0.1486 -0.3449 0.0617
0.3545 -0.1627 -0.1150
0.3708 0.3957 0.2714
0.6451 0.3340 -0.0215
0.0129 -0.1586 0.0108
0.1479 0.0373 -0.1314
-0.1403 -0.0312 0.2439
0.3521 -0.4481 1.5387
0.0304 -0.9555 -1.1142
-0.1560 0.1228 0.2358
-0.2483 -0.1130 -0.1954
0.0619 -0.1379 0.0373